{"formula": "C36H85ClI2N3O13PS", "method": "wB97M-V/def2-TZVPD", "charge": 0, "mol_weight_g_mol": 1120.39, "gap_ev": 7.6396, "homo_energy_ha": -0.316, "species": ["H", "C", "O", "H", "H", "H", "C", "H", "H", "H", "C", "C", "H", "H", "H", "C", "O", "O", "I", "C", "C", "C", "C", "H", "C", "H", "O", "I", "H", "H", "O", "N", "H", "H", "C", "H", "H", "C", "H", "O", "H", "C", "C", "H", "H", "C", "H", "O", "H", "C", "H", "H", "H", "H", "H", "H", "H", "H", "O", "C", "H", "H", "H", "C", "H", "H", "H", "O", "H", "C", "H", "N", "C", "H", "H", "C", "H", "H", "C", "H", "H", "H", "H", "H", "H", "S", "C", "H", "O", "H", "H", "H", "H", "C", "C", "H", "H", "H", "C", "P", "H", "C", "H", "C", "C", "H", "H", "H", "H", "C", "H", "H", "H", "C", "H", "H", "C", "C", "H", "H", "H", "H", "H", "H", "H", "H", "O", "H", "H", "C", "O", "O", "H", "N", "H", "Cl", "H", "C", "C", "H", "H", "H"], "positions_angstrom": [[-0.568206, 6.038087, 2.639935], [-2.837091, -5.872534, -1.956169], [2.226687, -5.086755, -0.383401], [2.240771, -0.575666, -0.244754], [7.359709, 5.552038, 5.879504], [5.436523, 1.381314, 7.656727], [1.486908, 6.220165, 1.999083], [-0.993537, 3.977321, -2.805742], [-6.335231, 4.146957, -5.423202], [-6.029378, -7.801170, 0.290876], [5.169032, -2.710373, -2.786313], [-2.444335, -0.768214, -0.888330], [-7.434786, 6.532382, -6.422458], [1.760803, 10.108940, 6.148518], [1.386172, -6.870871, -1.018745], [1.544889, -1.373252, -3.105818], [6.451064, -3.081110, -4.837233], [3.304876, -5.629849, 1.270414], [-4.633686, -2.516269, 0.236882], [-3.832539, -0.995144, -0.951380], [1.698194, -0.050895, -1.018776], [3.100242, 2.569962, 1.591561], [-6.432023, -3.923039, -7.230390], [4.433750, 2.777574, 3.278460], [5.481321, 4.530017, 5.648121], [-5.738641, 6.009011, -3.920679], [2.083289, 5.984733, 3.275259], [-5.223714, 1.985227, -3.820571], [2.311344, 8.453804, 5.844350], [4.368039, -2.110107, -2.351106], [-2.301738, -4.654741, -1.442150], [-0.550403, 0.478329, -1.655581], [1.541678, 5.338735, 3.739501], [1.491483, 5.292021, 1.417000], [5.274988, 1.257106, 9.801443], [-2.503490, 2.287776, -4.233607], [4.476176, -2.477338, -4.812588], [6.476780, 5.321343, 6.475417], [-2.997574, 4.686763, -3.634326], [3.959436, 9.107599, 3.780703], [2.211247, -1.745410, -3.881134], [-1.895533, 0.260619, -1.666889], [-6.069160, 6.636037, -4.753289], [4.985104, 3.585541, 1.820620], [4.892557, -3.764502, -2.702406], [0.072682, 6.754179, 2.120018], [6.333534, 2.811860, 5.946982], [7.189608, 1.971580, 8.458041], [3.708232, -4.767078, 1.408822], [1.771350, -5.159657, 3.115442], [6.039539, 6.256055, 6.830616], [0.944776, -5.042693, 2.413771], [-6.582575, -9.449842, 0.007228], [-7.160380, -4.058234, -6.427507], [2.129032, 6.941323, 1.496112], [-5.195632, 6.865087, -5.364730], [-0.358278, 6.947130, 1.137148], [-1.002368, 1.852692, -3.466162], [-4.920711, -2.641899, -5.807103], [-3.533595, -5.654441, -3.287208], [-0.283890, -4.811368, 0.501352], [1.815646, 1.014117, -0.834895], [6.081838, -2.560990, -2.207801], [-1.929488, 3.500085, -2.512861], [3.717811, 8.175514, 3.839022], [-7.997917, 5.694281, -4.972825], [6.378180, 0.069901, 8.375451], [-3.019420, 4.377128, -2.724268], [-1.916190, 3.299597, -1.445012], [-2.710134, 1.079373, -2.492977], [3.466502, 9.678189, 6.369302], [2.281749, -0.351247, -2.329564], [-4.055998, 0.815805, -2.529304], [-0.871062, -6.388656, -0.022532], [2.782086, 3.139073, 0.717204], [1.084052, -5.842593, -0.787556], [5.897482, 0.997559, 10.660589], [4.589772, 4.295916, 6.242455], [-7.116074, 5.916404, -5.583321], [1.247470, -2.230545, -2.508779], [3.922824, 0.821667, 1.839283], [-4.749039, -4.678761, -6.113050], [0.065353, 7.681600, 2.693465], [6.802352, 4.739405, 7.340686], [6.211583, -4.011282, -4.788286], [-6.803372, -2.422190, -2.671705], [6.057010, 1.107752, 8.510534], [-2.837171, -5.229881, -4.011831], [6.062522, 3.315751, 5.171238], [2.197768, -4.168548, 3.291273], [-3.042274, -4.052063, -1.311335], [7.772738, 1.751717, 9.190468], [-3.925466, -6.594773, -3.679167], [-0.391103, -1.316569, -0.140137], [-5.032868, -3.772485, -6.660912], [-2.001997, -6.562165, -2.072468], [-6.092367, -7.340249, -2.162574], [4.397232, 0.609969, 9.806816], [5.396745, -2.331199, -4.235598], [-6.398714, -0.688541, -1.872124], [-4.362466, -4.948984, -3.175836], [-2.021361, 2.162857, -3.266375], [4.950171, 2.289856, 9.929392], [-6.067842, -8.363044, -1.787924], [2.873217, 9.859724, 4.307178], [5.166395, 5.093098, 4.770787], [1.979235, 9.695914, 3.693851], [2.379749, -7.077370, 2.334786], [-4.646012, -9.678050, -1.539304], [0.214348, -0.290133, -0.938308], [0.404480, -6.276262, 1.202251], [0.701903, -0.888875, -3.599468], [-6.462830, 7.566896, -4.343405], [4.099956, 3.356626, 2.415105], [3.648059, -6.226278, 3.222700], [3.158334, 10.906870, 4.215645], [0.014030, -5.833016, 0.281295], [2.582193, 9.508432, 5.754505], [-7.001695, 0.320920, -2.602259], [2.298407, 0.475455, -2.907591], [-4.307915, -3.622514, -7.460463], [-3.535387, -6.305038, -1.231726], [-6.668412, -8.985126, -2.460084], [-7.658433, -8.090602, -0.346366], [2.210971, 2.344135, 2.195096], [1.378577, -5.536054, 4.060546], [3.642361, 1.351186, 1.086557], [-5.545211, -2.759438, -5.081188], [2.559032, -5.480359, 0.434308], [-6.621605, -8.427749, -0.376837], [-4.703575, -8.769587, -1.849810], [-6.611059, 4.710670, -6.151873], [-6.712998, -3.026545, -7.783738], [-1.655214, -1.550673, -0.101747], [-6.494865, -4.782828, -7.899524], [0.636704, -2.363096, 0.760705], [-6.888262, -0.502927, -0.574600], [-4.634840, -0.250247, -1.769497], [2.811352, -6.096692, 2.528711], [3.664205, 4.290411, 2.772681], [5.686389, -1.284808, -4.320149], [0.718503, -5.381678, -1.705055]], "forces_ev_per_angstrom": [[-0.02, -0.03, -0.05], [-0.25, 0.23, -0.06], [-3.64, 1.32, -5.00], [-0.04, -0.13, 0.10], [-0.01, 0.04, -0.02], [-0.01, -0.03, -0.02], [-0.13, -0.10, 0.06], [0.10, 0.13, 0.13], [0.02, -0.01, -0.02], [-0.02, 0.03, -0.01], [0.05, -0.06, 0.02], [0.18, -0.01, 0.10], [-0.01, -0.02, -0.03], [-0.01, 0.00, -0.01], [-0.06, -0.12, -0.09], [0.68, 0.66, -0.25], [0.01, 0.09, 0.02], [4.53, -1.68, 6.37], [0.15, 0.06, 0.30], [-0.25, -0.32, 0.22], [0.07, 0.36, -0.31], [0.04, -0.11, 0.18], [0.00, 0.08, 0.00], [-0.02, 0.04, 0.04], [0.19, -0.18, 0.20], [-0.04, 0.02, 0.04], [0.01, 0.20, 0.00], [-0.20, -0.12, -0.10], [-0.05, 0.01, -0.01], [0.01, 0.01, 0.00], [0.11, -0.09, -0.14], [-0.08, 0.01, 0.02], [0.01, 0.01, 0.05], [0.04, 0.04, -0.07], [0.06, 0.12, 0.00], [-0.03, 0.18, -0.05], [-0.03, 0.11, 0.02], [0.00, 0.03, -0.01], [-0.01, -0.03, -0.05], [-0.05, -0.04, 0.05], [0.03, -0.09, -0.09], [0.16, -0.15, 0.14], [0.07, -0.06, -0.06], [-0.01, 0.03, -0.03], [-0.07, 0.02, 0.01], [0.04, 0.04, 0.11], [0.16, 0.01, -0.03], [-0.14, 0.06, -0.11], [0.11, 0.14, -0.17], [-0.03, 0.23, -0.21], [0.00, 0.00, 0.00], [0.12, 0.13, 0.30], [-0.05, -0.01, -0.02], [0.00, -0.05, 0.00], [0.05, -0.02, 0.01], [-0.01, 0.04, -0.02], [0.00, -0.02, -0.01], [0.09, -0.18, 0.01], [0.00, -0.04, -0.10], [0.03, 0.01, -0.03], [-0.13, -0.04, -0.04], [0.23, 0.06, 0.14], [0.00, 0.05, 0.00], [-0.05, -0.14, -0.28], [0.02, -0.02, -0.05], [-0.04, 0.07, -0.02], [-0.07, -0.02, -0.05], [-0.11, 0.05, 0.13], [0.16, 0.09, 0.13], [0.02, 0.07, -0.10], [0.00, 0.03, 0.01], [-0.33, -0.62, -0.06], [0.05, -0.18, -0.01], [-0.04, -0.04, 0.01], [-0.01, -0.03, -0.03], [0.70, 0.77, -0.16], [-0.02, -0.06, 0.00], [-0.05, 0.11, -0.03], [0.05, -0.10, 0.13], [-0.10, 0.04, 0.21], [0.08, 0.02, 0.00], [0.04, -0.04, -0.07], [0.00, 0.03, -0.03], [-0.04, 0.01, 0.02], [0.02, -0.02, 0.01], [-0.01, 0.04, -0.03], [0.09, -0.04, 0.13], [0.00, -0.02, -0.01], [-0.16, 0.02, 0.02], [0.04, -0.02, 0.08], [0.06, -0.01, 0.02], [0.04, 0.02, 0.00], [0.00, -0.01, 0.02], [0.11, -0.24, -0.03], [-0.08, -0.01, 0.15], [0.04, 0.02, 0.05], [0.02, 0.01, -0.03], [0.01, -0.02, 0.00], [-0.04, -0.20, -0.01], [-0.22, -0.85, -0.51], [-0.03, -0.02, 0.02], [-0.01, 0.07, -0.10], [-0.03, 0.00, -0.02], [0.01, -0.16, 0.06], [-0.04, -0.18, -0.01], [0.00, -0.05, -0.05], [-0.02, 0.09, 0.01], [0.04, -0.02, -0.07], [0.01, -0.01, 0.00], [-0.16, 0.10, 0.04], [-0.19, -0.22, -0.22], [-0.41, -0.47, -0.01], [-0.01, 0.00, 0.01], [0.09, -0.10, -0.08], [-0.05, -0.08, -0.09], [0.01, 0.01, -0.03], [-0.07, -0.20, 0.08], [0.09, -0.03, 0.01], [0.02, 0.39, 0.16], [0.06, 0.19, 0.17], [0.03, 0.00, 0.01], [0.05, -0.11, -0.02], [-0.05, 0.07, -0.03], [-0.01, -0.01, -0.01], [-0.06, 0.10, -0.06], [0.08, -0.05, -0.01], [-0.04, 0.08, -0.01], [0.01, 0.14, 0.14], [-1.22, -0.04, -1.34], [0.10, 0.02, 0.03], [0.00, 0.10, -0.01], [-0.01, 0.10, -0.02], [0.01, -0.01, -0.03], [-0.10, 0.22, -0.17], [0.00, -0.01, 0.01], [0.05, 0.02, 0.19], [0.09, 0.11, 0.12], [-0.23, 0.65, -0.21], [0.04, -0.09, 0.70], [0.01, -0.02, -0.01], [0.02, 0.01, -0.03], [-0.24, -0.14, -0.11]]}